{
  "formula": "C4H5NO",
  "method": "ωB97M-V/def2-TZVPD",
  "relative_energy_kj_mol": 291.4,
  "homo_lumo_gap_ev": 10.4114,
  "energy_ha": -285.30359,
  "e_lumo_ev": 0.903,
  "largest_force_ev_per_a": 0.48,
  "species": ["C", "C", "N", "C", "C", "O", "H", "H", "H", "H", "H"],
  "positions_angstrom": [[-1.36, -0.67, 1.01], [-0.22, -0.13, 0.23], [0.80, -0.77, -0.22], [1.54, 0.26, -0.84], [0.95, 1.55, -0.70], [-0.24, 1.20, -0.06], [-1.48, -0.10, 1.93], [-1.17, -1.72, 1.24], [-2.29, -0.58, 0.44], [2.54, 0.07, -1.22], [0.97, 0.82, -1.83]]
}